A cluster of 2 separate species, C5H14N2O in total. Source: the Open Molecules 2025 dataset; level of theory: ωB97M-V/def2-TZVPD.

Structure (XYZ):
```
22
C5H14N2O | the Open Molecules 2025 dataset | ωB97M-V/def2-TZVPD
H -1.12343 -1.46196 0.42992
N 2.60848 -0.62123 -0.56902
H 2.61507 0.23678 -0.03959
C -4.34386 0.79799 0.36044
H -5.22742 0.81658 0.93316
H 1.12550 -1.95429 0.46595
H 1.45178 -2.14778 -1.21815
H -0.08103 -0.61453 -2.15048
H 0.42521 0.66753 -1.12511
C -1.08435 -0.52621 -0.12873
H -2.98328 0.06337 1.71568
C -1.98454 0.45594 -0.05764
H 3.49537 -1.14603 -0.37917
N -3.18705 0.43261 0.81689
H -1.90406 1.42988 -0.59403
H -4.49810 0.94399 -0.73965
O 3.32280 1.44115 1.45276
C 1.27524 -1.33825 -0.48102
H 2.71912 -0.27046 -1.63221
H 2.98671 1.88133 2.29677
C 0.12190 -0.50433 -0.94472
H 4.26992 1.41790 1.58796
```

net charge: +2
frontier orbital gap: 9.47 eV
ΔE to the lowest compared entry with this formula, charge and spin: 38.4 kcal/mol
E_tot: -10421.3571 eV
spin multiplicity: 1
LUMO level: -8.2 eV
highest occupied orbital energy: -0.6486 Eh